Formula: C11H7FN2O
Source: OMol25
Level of theory: ωB97M-V with the def2-TZVPD basis set

LUMO level	0.703	eV
electronic energy	-19263.2979	eV
maximum force	3.7	eV Å⁻¹
SMILES	N#C[C@](F)(c1ccccc1)c1cocn1
energy above the lowest of the compared OMol25 structures with the same formula, charge and spin	0.00	kcal per mole

Structure (XYZ):
```
22
Properties=species:S:1:pos:R:3:forces:R:3:lowdin_charge:R:1
C 2.374362 0.133456 -1.008599 -0.1 -1.0 -0.3 -0.11
C -2.319016 1.950059 -0.930794 -0.4 0.2 1.4 -0.12
C -1.175225 2.436998 -0.269727 -1.3 0.8 -0.1 -0.05
C -2.254461 0.743876 -1.507894 -1.2 -3.3 -1.1 -0.10
C -0.018158 1.645439 -0.187807 -0.8 1.0 0.6 -0.02
C -1.097155 -0.044095 -1.497870 -0.7 1.6 1.1 -0.01
C 0.608991 -2.406452 1.164971 1.0 3.1 0.0 -0.03
C 1.365315 -1.343961 2.877330 1.2 0.3 -2.4 -0.14
C -0.030028 0.379583 -0.736488 0.0 -0.7 -2.0 -0.17
C 1.102681 -1.200629 0.744334 0.7 -0.6 0.2 -0.17
C 1.135559 -0.624504 -0.685715 -0.6 0.6 1.8 -0.33
N 3.292102 0.714794 -1.375827 0.0 0.1 0.2 0.19
N 1.635522 -0.550682 1.857386 -0.6 -0.7 0.4 0.16
O 0.750156 -2.477647 2.480285 0.4 -0.1 1.7 0.05
F 0.905313 -1.679990 -1.569051 0.7 0.8 0.5 0.04
H -3.374349 2.252996 -0.772495 1.1 1.0 -0.1 0.12
H -1.455099 3.426208 0.163832 1.6 -0.8 0.1 0.12
H -3.230471 0.244913 -1.786188 1.3 0.7 -0.3 0.13
H 0.844951 1.938046 0.379053 0.2 0.4 0.2 0.11
H -1.051641 -0.992528 -1.919832 -0.3 -1.4 -0.8 0.09
H 0.051060 -3.157333 0.795486 -1.5 -2.3 -1.7 0.11
H 1.939591 -1.388547 3.785611 -0.6 0.3 0.5 0.14
```
Positions in Å, forces in eV/Å.

***

Formula: C11H8BiCl2LuN2O3Se
Source: OMol25
Level of theory: ωB97M-V with the def2-TZVPD basis set

LUMO level (spin up / spin down)	-16.997 / -17.002	eV
electronic energy	-150464.8274	eV
maximum force	11.0	eV Å⁻¹
net charge	+4
energy above the lowest of the compared OMol25 structures with the same formula, charge and spin	0.00	kcal per mole

Structure (XYZ):
```
29
Properties=species:S:1:pos:R:3:forces:R:3:lowdin_charge:R:1
Lu -0.614490 -0.341949 -5.310852 -3.0 0.3 2.5 0.99
Bi 0.298101 -0.145923 -2.409799 -2.0 -2.8 -0.8 1.19
Cl -1.353215 -2.160474 -3.765160 0.3 0.6 -0.8 -0.04
Cl -1.166757 1.830526 -4.184087 0.8 -1.1 0.6 0.06
C 1.229517 1.692803 -1.738735 2.4 4.9 2.3 -0.24
C 0.099951 -2.034325 -6.579556 3.0 -8.8 -5.9 -0.04
C 0.188536 0.825108 -7.039329 3.5 6.3 -8.4 -0.02
O 1.807789 2.568925 -1.328731 -1.1 -1.7 -0.9 0.31
O 0.407112 -2.989959 -7.200420 -2.0 6.4 4.1 0.25
O 0.547262 1.514761 -7.926510 -2.4 -4.6 5.9 0.26
C 0.592587 -2.243203 1.173680 -0.1 0.0 0.3 0.03
N -0.058443 -0.943244 1.468430 -0.3 0.0 -0.2 -0.04
C -0.980630 -0.350875 0.646495 0.0 0.4 2.1 -0.69
Se -1.786939 -1.047716 -0.923366 1.5 1.0 1.2 0.88
N -1.347200 0.803484 1.281374 -0.4 0.1 -0.6 0.14
C -0.688033 0.950777 2.498213 -1.2 0.8 -1.0 -0.15
C -0.798416 1.954888 3.461252 0.5 -0.7 0.0 0.06
C 0.001628 1.753303 4.578782 -1.0 0.4 -1.2 0.03
C 0.842082 0.631110 4.719027 0.3 -1.3 -0.9 0.04
C 0.940819 -0.367820 3.753395 -0.7 0.9 -0.3 0.07
C 0.128791 -0.150391 2.626842 0.8 -2.0 -0.8 -0.11
H -0.151777 -3.035537 1.073623 0.0 0.1 0.1 0.12
H 1.268517 -2.504304 1.987636 -0.1 0.1 -0.1 0.11
H 1.174756 -2.183743 0.252645 0.0 0.1 0.1 0.08
H -2.046700 1.449647 0.896456 0.3 -0.4 0.5 0.19
H -1.476388 2.769995 3.257342 0.1 0.3 0.5 0.14
H -0.046548 2.488543 5.341867 0.1 0.4 0.7 0.13
H 1.433526 0.518956 5.596216 0.3 0.1 0.7 0.13
H 1.554571 -1.253362 3.793274 0.2 0.1 0.5 0.13
```
Positions in Å, forces in eV/Å.

***

Formula: C11H8F12N3O4PPdS2
Source: OMol25
Level of theory: ωB97M-V with the def2-TZVPD basis set

LUMO level (spin up / spin down)	-7.660 / -7.224	eV
electronic energy	-91241.0959	eV
2S+1	2
maximum force	2.6	eV Å⁻¹
net charge	+1
energy above the lowest of the compared OMol25 structures with the same formula, charge and spin	30.18	kcal per mole

Structure (XYZ):
```
42
Properties=species:S:1:pos:R:3:forces:R:3:lowdin_charge:R:1
Pd 0.405776 0.369864 0.323859 -0.6 -2.5 0.4 1.30
F -4.701721 -0.953138 0.895665 -0.1 0.0 0.0 0.19
C -3.846674 -0.970129 1.897043 -0.1 0.1 -0.4 -0.70
F -3.446772 -2.205203 2.143678 0.0 -0.1 0.0 0.18
F -4.368417 -0.429455 2.972006 0.0 0.1 0.1 0.20
S -2.319301 -0.036314 1.434827 0.3 -0.3 0.6 0.66
O -1.691797 -0.727243 0.286425 0.0 0.2 0.2 -0.32
O -1.473368 -0.102214 2.603066 -0.4 0.0 0.3 -0.30
N -2.812092 1.399796 1.029590 0.2 0.2 0.0 -0.25
S -1.587370 2.220176 0.449876 -0.3 -0.3 0.1 0.68
O -0.447795 2.195943 1.391989 0.4 -0.2 -0.5 -0.33
O -1.153515 1.762434 -0.865702 0.2 0.2 0.0 -0.30
C -2.250387 3.949396 0.344393 0.0 0.0 0.1 -0.70
F -2.446886 4.373698 1.573100 0.0 0.1 0.0 0.20
F -3.372598 3.932617 -0.335177 -0.1 0.0 -0.1 0.20
F -1.335064 4.666796 -0.263325 0.0 0.1 0.0 0.20
N 1.128051 -0.899696 1.968061 -0.6 1.3 -0.5 0.13
C 1.526815 -2.184626 1.484846 0.4 -0.2 0.6 -0.22
C 2.221787 -3.099324 2.221016 0.0 0.0 0.3 0.04
C 2.523608 -4.361239 1.668791 0.0 0.0 -0.1 -0.02
C 2.167570 -4.657523 0.382088 0.0 0.0 0.0 0.02
C 1.494351 -3.696770 -0.407176 0.0 -0.1 -0.1 -0.11
C 1.177091 -3.861830 -1.774467 0.0 0.0 -0.1 0.06
C 0.609605 -2.837644 -2.482538 0.0 -0.1 0.1 0.02
C 0.337016 -1.625250 -1.828639 -0.1 0.0 -0.1 -0.04
N 0.622887 -1.485673 -0.560024 0.1 1.8 -0.3 0.02
C 1.185259 -2.462803 0.183649 0.0 -0.4 -0.6 -0.16
H 1.848884 -0.466119 2.542163 0.0 0.2 -0.1 0.15
H 0.227440 -0.887658 2.462224 0.0 -0.1 0.2 0.09
H 2.524136 -2.864562 3.235342 0.0 0.0 0.0 0.14
H 3.047698 -5.088333 2.272885 0.0 0.0 0.0 0.13
H 2.428344 -5.608613 -0.064336 0.0 0.0 0.0 0.13
H 1.406110 -4.802652 -2.259591 0.0 0.0 0.0 0.14
H 0.375450 -2.928076 -3.532757 0.0 0.0 0.0 0.13
H -0.097433 -0.775458 -2.340049 0.0 0.0 0.0 0.14
F 2.744057 -0.052967 -0.105424 0.4 0.3 -0.2 -0.24
P 3.002555 1.360864 -1.040552 0.0 -0.5 0.4 0.21
F 3.833447 0.498602 -2.059540 0.1 0.1 -0.1 -0.09
F 1.600527 0.930921 -1.825006 0.0 0.1 0.0 -0.21
F 1.974806 2.070331 0.104285 0.2 -0.1 -0.2 -0.23
F 3.077152 2.695215 -1.846331 0.0 0.0 0.0 -0.07
F 4.236936 1.680352 -0.123672 0.0 0.2 0.0 -0.08
```
Positions in Å, forces in eV/Å.

***

Formula: C11H8N2O
Source: OMol25
Level of theory: ωB97M-V with the def2-TZVPD basis set

LUMO level	-0.619	eV
electronic energy	-16558.6618	eV
maximum force	4.6	eV Å⁻¹
SMILES	N=C=C=N[C@H](C=C=O)c1ccccc1
energy above the lowest of the compared OMol25 structures with the same formula, charge and spin	132.53	kcal per mole

Structure (XYZ):
```
22
Properties=species:S:1:pos:R:3:forces:R:3:lowdin_charge:R:1
C -1.843031 -1.227426 0.689932 0.5 1.6 -2.1 -0.03
C 2.486921 1.354859 1.157882 3.0 1.1 2.5 -0.15
C 2.595346 0.317787 0.293617 0.5 -2.1 0.3 -0.08
C 1.400258 2.104333 1.283003 -2.8 2.6 -1.6 -0.12
C 1.471333 -0.031058 -0.430022 -1.2 -0.7 -2.4 -0.03
C 0.287644 1.851878 0.472660 0.5 -1.5 -0.1 -0.01
C 0.281773 0.734493 -0.415330 1.1 1.4 2.7 -0.17
C -0.976600 0.258693 -1.053102 -0.7 2.6 -2.3 -0.37
C -0.749002 -0.309373 -2.441246 2.0 3.3 -0.9 -0.07
C -2.607252 -2.025618 1.399114 0.2 -2.3 3.2 -0.12
C -1.085060 -1.540188 -2.562905 0.3 -1.7 -0.6 -0.24
N -1.728318 -0.710478 -0.445289 -2.6 -2.3 3.0 0.07
N -2.933755 -2.787557 2.342190 -0.3 0.9 -2.1 0.11
O -1.302336 -2.673507 -2.601122 -0.4 -0.5 -0.3 0.19
H 3.239131 1.735163 1.894915 0.2 -1.1 -1.1 0.13
H 3.487076 -0.326846 0.395597 -0.6 0.4 -0.7 0.12
H 1.466016 3.106595 1.744064 -0.3 -1.0 0.4 0.12
H 1.419465 -0.858765 -1.205380 0.6 0.8 1.3 0.13
H -0.544331 2.479138 0.674065 -1.0 0.4 -0.5 0.10
H -1.792959 1.105479 -1.254908 1.9 -1.1 0.8 0.20
H -0.136389 0.330333 -3.162114 -1.2 -1.4 0.8 0.16
H -2.435931 -2.887937 3.224379 0.3 0.6 -0.3 0.07
```
Positions in Å, forces in eV/Å.

***

Formula: C11H8O
Source: OMol25
Level of theory: ωB97M-V with the def2-TZVPD basis set

LUMO level	-0.995	eV
electronic energy	-13581.2639	eV
maximum force	5.2	eV Å⁻¹
SMILES	C=C1C(C=O)=Cc2ccccc21
energy above the lowest of the compared OMol25 structures with the same formula, charge and spin	62.04	kcal per mole

Structure (XYZ):
```
20
Properties=species:S:1:pos:R:3:forces:R:3:lowdin_charge:R:1
C 2.791865 -0.721225 -0.645652 -1.7 0.9 0.8 -0.06
C 2.312726 -1.401560 0.505219 -0.2 0.6 -0.3 -0.07
C 1.928742 0.057994 -1.453091 -2.7 -2.9 3.4 0.01
C 0.961744 -1.328874 0.791921 -0.5 -0.4 0.7 -0.05
C -0.465210 1.121087 -1.479056 -1.4 -1.9 4.1 0.12
C 0.528119 0.113177 -1.092073 1.7 0.2 1.0 -0.15
C 0.092379 -0.525579 0.083524 0.9 -0.1 -0.7 -0.17
C -1.171246 0.058309 0.574667 0.0 -0.8 -1.0 -0.18
C -2.723483 1.770584 -0.215536 1.0 -2.1 1.9 -0.30
C -1.825565 -0.554727 1.601218 1.5 1.4 0.1 0.12
C -1.444081 1.153336 -0.443632 2.4 -0.9 -1.1 -0.10
O -3.440737 2.170122 -1.044137 -2.4 2.1 -2.3 0.11
H 3.824208 -0.534337 -0.699311 1.3 -0.2 -0.5 0.08
H 2.929553 -1.796194 1.331795 0.1 -0.1 -1.1 0.11
H 2.245629 0.632307 -2.219790 1.3 1.7 -2.4 0.07
H 0.553051 -1.817409 1.677860 0.5 0.1 0.0 0.10
H -0.227826 1.589984 -2.370366 -0.6 1.7 -1.5 0.10
H -3.053100 1.510722 0.828074 -0.2 0.9 -0.2 0.12
H -1.220304 -1.377669 2.013643 -0.9 0.2 0.0 0.06
H -2.596465 -0.120047 2.254723 0.0 -0.4 -0.8 0.07
```
Positions in Å, forces in eV/Å.

***

Formula: C11H9AsBF6NO2PPdS5
Source: OMol25
Level of theory: ωB97M-V with the def2-TZVPD basis set

LUMO level (spin up / spin down)	3.554 / 3.557	eV
electronic energy	-161915.6567	eV
2S+1	2
maximum force	0.6	eV Å⁻¹
net charge	-2
energy above the lowest of the compared OMol25 structures with the same formula, charge and spin	56.82	kcal per mole

Structure (XYZ):
```
38
Properties=species:S:1:pos:R:3:forces:R:3:lowdin_charge:R:1
Pd -1.165868 1.327751 -0.897795 0.1 0.2 0.6 0.29
S -5.168438 0.299354 1.254816 -0.1 0.0 0.0 -0.21
As -4.432352 1.145093 -0.530221 0.5 0.0 0.0 -0.51
S -2.806703 -0.173427 -1.432168 -0.2 -0.2 0.0 0.04
S -2.897099 2.749445 -0.125534 -0.2 0.2 0.1 -0.01
S -5.793621 1.754911 -2.010599 -0.1 0.0 0.0 -0.26
O -0.139734 -0.918135 0.728581 0.0 0.1 0.0 0.05
B -0.791329 0.370319 0.840310 -0.2 -0.5 -0.4 -1.06
O -1.681529 0.333730 1.929644 0.0 0.1 0.0 0.07
C -1.704431 -0.953838 2.350547 0.0 0.0 0.0 -0.22
C -2.504312 -1.520088 3.315197 0.0 0.1 0.0 -0.01
C -2.319573 -2.880320 3.574220 0.0 0.0 0.0 -0.11
C -1.378417 -3.628042 2.880804 0.0 0.0 0.0 -0.13
C -0.583497 -3.047270 1.887705 0.0 0.1 0.0 -0.02
C -0.770472 -1.706471 1.639242 0.0 -0.1 0.1 -0.22
H -3.267631 -0.929773 3.801629 0.0 0.0 0.0 0.11
H -2.945005 -3.366022 4.313470 0.0 0.0 0.0 0.09
H -1.272936 -4.685436 3.093148 0.0 0.0 0.0 0.08
H 0.131045 -3.626019 1.316483 0.0 0.0 0.0 0.11
F 0.710877 1.033186 -3.277422 0.0 -0.1 -0.1 -0.19
P 0.935271 2.576853 -3.762064 0.1 -0.1 -0.3 0.16
F -0.634428 2.822147 -3.774220 0.1 0.0 0.0 -0.13
F 0.943707 2.115151 -5.298288 0.0 0.0 0.0 -0.15
F 2.561279 2.297201 -3.671992 0.0 0.0 0.0 -0.20
F 0.988433 2.992211 -2.161370 0.0 0.2 0.0 -0.22
F 1.235325 4.097087 -4.165061 0.0 0.1 0.0 -0.14
S 0.692012 1.868386 1.046496 -0.1 0.2 -0.2 0.93
C 1.976425 0.893727 0.435170 0.1 0.0 -0.1 -0.60
N 2.255745 0.956285 -0.879092 0.1 0.0 0.0 0.10
C 3.167969 0.201928 -1.512088 -0.1 0.1 0.0 -0.04
C 3.906699 -0.699889 -0.798413 0.0 0.0 0.1 -0.05
C 3.675948 -0.793772 0.581028 0.0 0.0 0.0 -0.05
C 2.731950 -0.007253 1.195138 0.0 0.0 0.0 -0.06
H 1.722387 1.637165 -1.433667 -0.1 0.0 0.0 0.08
H 3.239593 0.382210 -2.574988 0.0 0.0 0.0 0.12
H 4.633663 -1.321137 -1.298748 0.0 0.0 0.0 0.10
H 4.236375 -1.508337 1.171183 0.0 0.0 0.0 0.11
H 2.512671 -0.088910 2.248917 0.0 0.0 0.0 0.12
```
Positions in Å, forces in eV/Å.